# C21H29AuClF3N2O4SSi

A molecular structure, C21H29AuClF3N2O4SSi (ωB97M-V with the def2-TZVPD basis set, OMol25).

Kohn-Sham gap (spin up / spin down): 7.7576 / 6.6091 eV
charge: 0
E_HOMO (spin up / spin down): -8.2 / -8.2 eV
multiplicity: 3
E_LUMO (spin up / spin down): -0.5 / -1.6 eV
E: -76497.4322 eV

Cartesian coordinates (Å):
Au  -1.24736  -0.26393  0.20702
C  -4.78668  0.56569  1.61096
C  -4.60282  -0.59209  0.69332
C  -5.66763  -1.34823  0.23848
C  -5.42657  -2.46891  -0.55819
C  -4.14488  -2.83478  -0.89014
C  -3.08770  -2.03666  -0.41508
N  -3.35234  -0.95485  0.35569
N  -1.76466  -2.16424  -0.63894
Si  -0.92774  -3.54698  -1.29129
C  -1.47013  -5.07339  -0.33740
C  -1.29268  -3.77629  -3.11910
C  0.89829  -3.21493  -1.01952
H  -5.84371  0.75931  1.78088
H  -4.31592  1.46023  1.21135
H  -4.30436  0.35788  2.56842
H  -6.67492  -1.07313  0.51656
H  -6.26290  -3.05341  -0.92094
H  -3.93874  -3.69583  -1.50994
H  -2.48368  -5.38945  -0.59400
H  -1.44781  -4.87395  0.73707
H  -0.80076  -5.91448  -0.53817
H  -2.36495  -3.81186  -3.32576
H  -0.85230  -4.70627  -3.48981
H  -0.87314  -2.95268  -3.70317
H  1.02358  -2.33814  -0.38343
H  1.41735  -3.02801  -1.96339
H  1.39066  -4.06025  -0.53316
Cl  -1.36792  2.51146  -1.89689
C  -1.52559  0.79773  -1.94258
H  -0.72805  0.34233  -2.51967
H  -2.53018  0.48546  -2.20376
C  7.01454  2.80305  0.45671
C  5.59818  2.35014  0.24727
C  5.24764  1.01131  0.37285
C  3.93887  0.58098  0.23580
C  3.65268  -0.88717  0.38361
C  2.93004  1.54039  -0.03223
C  1.51476  1.21141  -0.06338
O  1.04134  0.07741  0.03006
C  3.28034  2.89745  -0.21767
C  2.27311  3.94946  -0.60175
C  4.60406  3.27106  -0.06400
H  7.72521  2.00948  0.22977
H  7.15579  3.09016  1.50138
H  7.24432  3.67108  -0.15954
H  6.02096  0.27928  0.58071
H  4.58417  -1.44137  0.49074
H  3.11060  -1.26967  -0.47720
H  3.02734  -1.07796  1.25718
H  0.83661  2.06899  -0.14253
H  1.54141  4.12496  0.18804
H  1.71687  3.66114  -1.49558
H  2.78004  4.88986  -0.80812
H  4.87448  4.31294  -0.19673
F  -0.45397  2.57428  4.20321
C  -1.62523  2.87119  3.63238
F  -2.01772  4.06589  4.06981
F  -2.52847  1.96108  4.02532
S  -1.47267  2.86408  1.79570
O  -2.78811  3.17910  1.31877
O  -0.42071  3.79931  1.51154
O  -1.05023  1.45338  1.60245